Formula: C65H160N18O29
Source: OMol25
Level of theory: wB97M-V/def2-TZVPD

Summary:
* Kohn-Sham gap: 7.150 eV
* HOMO: -0.392 hartree
* net charge: +2
* electronic energy: -156072.6027 eV

Structure (XYZ):
```
272
Properties=species:S:1:pos:R:3:forces:R:3:lowdin_charge:R:1
C 20.252 3.447 0.017 -1.067 0.045 0.034 0.04
N 18.790 3.080 -0.119 -0.629 0.892 -0.167 -0.22
C 17.839 3.970 0.705 1.323 -0.680 0.172 0.05
C 18.349 3.343 -1.578 1.443 -0.739 0.979 -0.03
C 18.563 1.582 0.248 -0.493 1.494 0.181 -0.09
C 18.609 1.195 1.721 0.456 2.278 -0.540 -0.18
O 20.032 1.198 2.014 -0.740 -0.293 0.354 -0.05
H 20.842 2.573 -0.258 -0.018 0.167 0.209 0.11
H 20.370 3.749 1.058 0.513 -0.085 -0.217 0.10
H 20.445 4.249 -0.696 0.133 0.119 0.317 0.11
H 17.918 4.992 0.337 0.102 -0.141 0.062 0.10
H 18.159 3.954 1.747 -0.118 -0.111 -0.083 0.11
H 16.846 3.542 0.561 0.185 0.195 0.424 0.08
H 18.996 2.710 -2.185 -0.270 0.262 -0.199 0.11
H 18.430 4.383 -1.893 0.704 -0.112 0.597 0.11
H 17.304 3.040 -1.643 1.521 1.146 0.726 0.03
H 19.282 1.044 -0.369 0.208 0.556 0.971 0.09
H 17.644 1.327 -0.281 1.067 1.084 1.865 0.07
H 18.178 0.201 1.846 -0.718 2.187 0.044 0.07
H 18.095 1.807 2.462 -0.179 0.498 -0.373 0.15
H 20.103 0.829 2.897 0.425 0.199 0.361 0.09
C 17.010 6.095 -3.650 -1.068 -0.880 -0.498 0.03
N 15.775 5.556 -2.912 0.654 0.788 0.500 -0.27
C 16.114 5.406 -1.417 0.451 0.425 -1.157 0.01
C 14.672 6.571 -3.057 -0.324 -1.111 0.457 0.00
C 15.207 4.207 -3.536 1.434 0.810 1.323 -0.02
C 16.220 3.062 -3.611 -0.022 2.059 -2.694 -0.21
O 17.172 3.356 -4.659 -5.312 6.442 1.414 -0.08
H 16.636 6.120 -4.673 0.639 -0.044 -0.186 0.11
H 17.831 5.384 -3.555 -0.235 0.097 -0.242 0.09
H 17.308 7.106 -3.370 -0.402 -0.127 0.528 0.11
H 16.674 6.292 -1.118 -0.340 0.366 -0.137 0.12
H 16.809 4.575 -1.303 -1.286 0.963 -0.214 0.02
H 15.207 5.288 -0.824 0.261 0.318 -0.312 0.11
H 14.866 7.566 -2.656 0.714 -0.099 -0.393 0.11
H 13.884 6.188 -2.409 -0.384 -0.059 -0.381 0.10
H 14.401 6.526 -4.112 -0.223 0.537 0.207 0.11
H 14.780 4.386 -4.523 0.481 0.416 -0.079 0.14
H 14.367 3.993 -2.875 1.487 0.785 -0.424 0.06
H 15.644 2.207 -3.964 -0.788 3.938 -0.266 0.04
H 16.661 2.653 -2.702 -0.792 1.290 -1.525 0.06
H 17.656 2.560 -4.889 -2.136 0.873 0.553 -0.12
C 18.941 -3.719 -5.998 -1.347 -11.137 -4.414 -0.19
N 19.303 -4.927 -6.903 -1.376 -1.812 -1.407 -0.16
C 20.789 -4.860 -7.295 -0.981 -2.018 -2.459 0.00
C 19.057 -6.305 -6.141 -0.737 0.842 -1.626 0.05
C 18.380 -4.840 -8.136 0.089 -2.386 0.950 -0.04
C 16.851 -5.104 -7.912 -0.041 0.757 1.401 -0.22
O 16.474 -6.470 -7.851 1.094 -0.341 -1.114 -0.04
H 19.023 -2.797 -6.574 1.375 -2.923 -1.226 0.07
H 19.565 -3.922 -5.128 -0.719 -4.100 -2.124 0.09
H 17.907 -3.783 -5.657 0.118 -1.174 -0.059 0.15
H 21.098 -3.978 -7.856 -0.686 0.424 0.247 0.13
H 21.073 -5.682 -7.951 -0.728 -0.448 -0.143 0.12
H 21.416 -4.878 -6.403 -1.715 -2.240 -3.354 -0.01
H 19.697 -6.346 -5.259 -1.589 -0.962 -1.483 0.05
H 19.183 -7.148 -6.820 0.339 0.302 -0.280 0.12
H 18.018 -6.320 -5.813 0.212 0.175 -0.096 0.10
H 18.727 -5.720 -8.677 -0.095 0.370 -0.925 0.13
H 18.583 -3.892 -8.634 -0.119 -0.352 -0.049 0.12
H 16.337 -4.476 -8.640 -0.170 -0.484 -0.709 0.12
H 16.438 -4.740 -6.971 0.958 0.680 0.249 0.07
H 15.556 -6.593 -7.598 -0.042 0.305 -0.042 0.09
C 12.367 -2.662 -4.638 1.072 -0.171 -2.320 0.07
N 13.168 -2.981 -5.976 -0.507 -0.104 0.281 -0.23
C 13.122 -1.706 -6.867 -0.589 -1.930 -0.140 0.06
C 14.667 -3.260 -5.731 -2.092 -0.580 -1.404 -0.01
C 12.551 -4.280 -6.599 -0.458 2.070 -1.244 -0.04
C 11.112 -4.027 -7.210 0.116 -1.143 1.306 -0.24
O 11.124 -3.598 -8.537 0.648 0.206 -0.352 -0.05
H 12.427 -3.544 -4.001 -0.141 0.270 -0.447 0.11
H 11.353 -2.365 -4.908 0.070 -0.207 -0.159 0.11
H 12.903 -1.812 -4.215 -1.019 -0.901 -0.749 0.05
H 13.724 -1.962 -7.739 -0.124 0.188 -0.134 0.11
H 13.528 -0.845 -6.335 -0.348 -0.930 -0.202 0.07
H 12.081 -1.562 -7.157 0.128 0.090 -0.087 0.11
H 14.723 -3.862 -4.824 0.117 -0.194 -0.263 0.11
H 15.143 -2.287 -5.612 -0.611 -1.724 -1.441 0.04
H 15.076 -3.771 -6.602 -0.512 -0.001 0.072 0.07
H 12.660 -5.102 -5.892 -0.466 0.399 0.394 0.14
H 13.197 -4.547 -7.435 -0.009 0.180 -0.183 0.12
H 10.478 -3.363 -6.623 0.407 0.330 0.403 0.11
H 10.570 -4.970 -7.139 0.199 -0.326 0.059 0.13
H 10.403 -4.047 -8.986 0.017 0.088 -0.250 0.10
C 17.713 -6.559 1.824 0.682 -1.720 -0.968 0.01
N 17.003 -6.638 0.490 -0.679 -0.604 -0.309 -0.28
C 17.656 -7.709 -0.459 -0.132 0.966 2.070 0.05
C 15.576 -7.065 0.792 0.202 0.353 -0.528 0.01
C 17.170 -5.225 -0.107 -0.295 -2.699 -0.565 -0.15
C 16.321 -4.832 -1.307 -2.839 -1.902 1.253 -0.20
O 14.971 -4.971 -0.935 5.244 -8.964 7.035 -0.10
H 17.914 -7.602 2.069 -0.184 -0.033 0.453 0.10
H 17.124 -6.104 2.621 -0.014 0.247 -0.461 0.12
H 18.710 -6.143 1.682 -0.262 0.407 0.086 0.09
H 17.090 -7.769 -1.389 0.318 0.370 0.095 0.11
H 17.632 -8.669 0.056 -0.250 0.041 0.041 0.10
H 18.692 -7.375 -0.515 -0.290 -0.313 -0.637 0.09
H 15.108 -7.310 -0.162 -0.127 0.280 0.261 0.10
H 15.071 -6.224 1.269 -0.039 -0.121 -0.244 0.11
H 15.549 -7.937 1.445 0.454 0.009 0.009 0.10
H 18.218 -5.242 -0.408 -1.082 -0.503 -0.107 0.07
H 17.038 -4.519 0.714 -0.255 -3.131 -0.423 0.07
H 16.573 -5.466 -2.157 -0.289 -0.309 -0.185 0.13
H 16.539 -3.809 -1.613 -0.911 -1.856 -0.056 0.07
H 14.408 -4.393 -1.454 2.660 -7.027 4.021 -0.18
C 25.006 -4.989 -0.667 -0.369 0.153 -0.720 -0.08
C 23.641 -4.361 -1.022 0.269 -0.389 0.118 -0.23
C 23.538 -3.945 -2.484 -1.510 -0.047 -0.611 -0.07
N 22.072 -3.579 -2.962 1.760 1.391 0.841 -0.12
C 21.303 -2.664 -1.945 1.689 -3.417 -2.251 -0.02
C 21.249 -4.857 -3.157 1.747 2.123 0.281 -0.09
C 21.523 -5.298 -4.570 1.015 -0.384 1.320 -0.10
C 21.798 -4.008 -5.348 2.246 0.996 4.064 -0.21
C 22.159 -2.883 -4.356 0.773 -1.779 0.079 -0.04
H 25.014 -5.994 -1.088 0.306 -0.049 0.075 0.08
H 25.133 -5.057 0.413 0.084 0.055 -0.134 0.08
H 25.817 -4.423 -1.126 0.150 -0.013 0.260 0.08
H 23.429 -3.580 -0.292 -0.144 0.212 -0.350 0.10
H 22.947 -5.190 -0.878 -0.465 0.240 0.262 0.10
H 23.746 -4.820 -3.101 0.363 0.001 -0.049 0.13
H 24.191 -3.139 -2.820 -0.091 0.071 0.372 0.14
H 21.933 -1.889 -1.507 0.584 -0.288 -1.564 0.13
H 20.975 -3.194 -1.050 0.571 -1.067 -1.722 0.05
H 20.355 -2.322 -2.360 2.132 -1.559 -1.260 0.06
H 20.242 -4.440 -3.127 2.053 -0.503 0.528 0.08
H 21.596 -5.454 -2.313 -0.779 -0.444 -0.376 0.13
H 20.652 -5.826 -4.961 2.154 0.814 0.829 0.05
H 22.387 -5.962 -4.611 0.008 -0.177 -0.004 0.14
H 20.868 -3.720 -5.838 2.331 0.218 1.256 0.06
H 22.600 -4.272 -6.038 0.374 1.210 0.070 0.15
H 21.361 -2.157 -4.510 2.485 -1.320 2.397 0.05
H 23.060 -2.339 -4.639 0.586 -0.490 0.883 0.15
C 18.767 4.086 -7.894 0.602 -0.133 0.121 -0.10
C 18.044 2.876 -8.449 0.408 -1.589 1.532 -0.18
C 18.077 1.785 -7.280 -1.565 0.137 -0.912 -0.05
N 17.249 0.489 -7.570 -0.682 -0.539 -0.974 -0.10
C 15.857 0.773 -8.216 0.928 0.194 -1.589 -0.01
C 17.116 -0.393 -6.225 -0.667 0.771 -4.123 -0.07
C 18.257 -1.368 -6.238 0.217 3.571 -1.592 -0.15
C 18.918 -1.244 -7.636 0.337 -0.020 -0.150 -0.09
C 18.010 -0.473 -8.533 -1.401 0.696 0.709 -0.05
H 18.215 4.475 -7.038 -0.035 0.207 -0.135 0.07
H 18.947 4.850 -8.651 -0.193 0.013 0.052 0.08
H 19.731 3.767 -7.500 0.106 0.187 -0.018 0.08
H 18.609 2.368 -9.230 -0.161 0.536 -0.567 0.10
H 17.056 3.199 -8.776 -0.114 -0.579 0.009 0.11
H 17.677 2.159 -6.337 -0.412 0.004 -1.333 0.10
H 19.105 1.493 -7.065 0.000 -0.236 -0.340 0.14
H 15.847 1.063 -9.267 1.160 -0.097 -0.138 0.10
H 15.262 1.492 -7.652 1.078 0.311 -1.227 0.10
H 15.327 -0.177 -8.144 0.186 0.121 -0.372 0.08
H 16.178 -0.947 -6.234 1.069 0.318 -1.134 0.10
H 17.060 0.254 -5.350 -0.519 1.164 -2.217 0.10
H 18.013 -2.373 -5.895 -2.354 3.063 -0.632 0.09
H 18.989 -1.125 -5.467 -0.325 0.973 -1.219 0.11
H 19.097 -2.272 -7.951 0.117 0.494 -1.062 0.10
H 19.904 -0.779 -7.654 -0.255 0.028 0.369 0.13
H 17.270 -1.150 -8.960 -0.283 0.269 -0.146 0.13
H 18.458 0.127 -9.325 0.102 -0.154 0.132 0.13
C 19.644 -2.448 -4.453 -4.466 3.250 7.360 -0.19
C 18.382 -2.213 -3.549 -0.600 2.676 -0.952 -0.07
C 17.668 -0.830 -3.805 1.474 -2.290 2.068 -0.05
N 16.233 -0.790 -3.193 2.045 0.302 -0.659 -0.06
C 15.238 -1.480 -4.143 3.750 -0.667 3.698 -0.06
C 15.850 0.642 -2.959 0.203 -2.950 1.501 -0.07
C 16.506 1.036 -1.561 -0.260 -2.695 -3.631 -0.13
C 16.895 -0.252 -0.857 -0.089 -1.284 -6.815 -0.13
C 16.325 -1.368 -1.777 -1.517 1.812 -1.426 -0.02
H 20.275 -1.580 -4.646 -2.639 0.351 2.893 0.07
H 19.303 -2.917 -5.375 2.028 7.968 6.443 -0.11
H 20.256 -3.222 -3.989 -1.400 0.456 -0.477 0.08
H 18.731 -2.294 -2.520 -1.020 0.719 -0.529 0.09
H 17.609 -2.968 -3.692 0.285 0.479 -0.671 0.11
H 17.671 -0.593 -4.869 0.039 -1.434 4.527 0.01
H 18.321 -0.038 -3.439 -1.219 -0.679 0.613 0.11
H 15.278 -0.961 -5.101 0.578 -0.852 1.405 0.07
H 14.239 -1.409 -3.712 1.963 -0.953 -0.665 0.07
H 15.565 -2.519 -4.186 0.754 0.962 1.269 0.09
H 14.761 0.595 -2.918 1.058 -0.499 0.448 0.09
H 16.017 1.276 -3.830 1.447 -3.551 0.917 0.06
H 15.794 1.617 -0.975 1.187 -1.632 -0.830 0.03
H 17.358 1.688 -1.752 -0.572 -1.954 -0.250 0.06
H 16.460 -0.316 0.141 -5.018 3.657 -8.442 0.00
H 17.968 -0.325 -0.683 -0.691 -0.254 -1.129 0.10
H 15.266 -1.481 -1.545 1.270 0.480 0.511 0.10
H 16.653 -2.407 -1.802 0.096 2.014 -2.178 0.07
C 20.625 -3.452 4.823 1.160 0.622 -1.029 -0.08
C 20.704 -2.692 3.489 -0.637 0.438 0.688 -0.26
C 19.634 -3.223 2.565 1.932 1.703 -2.129 -0.08
N 19.665 -2.466 1.164 -0.505 -0.471 -0.008 -0.11
C 21.146 -2.223 0.562 -1.818 0.121 3.890 0.03
C 18.853 -1.152 1.240 1.305 -3.119 -0.614 -0.14
C 17.392 -1.527 1.019 2.516 -2.555 4.283 -0.13
C 17.337 -2.821 0.196 1.408 1.662 2.867 -0.10
C 18.760 -3.378 0.275 3.009 1.546 -0.371 -0.08
H 19.647 -3.323 5.287 0.187 -0.395 0.093 0.09
H 21.428 -3.034 5.431 -0.288 -0.152 0.446 0.08
H 20.936 -4.464 4.563 -0.549 -0.360 0.621 0.08
H 21.686 -2.806 3.029 -0.050 -0.235 0.141 0.10
H 20.600 -1.626 3.686 -0.200 0.160 -0.093 0.11
H 18.605 -3.121 2.909 0.115 -0.368 0.054 0.15
H 20.006 -4.204 2.271 -0.793 -0.355 0.295 0.12
H 21.735 -1.690 1.308 -0.158 -0.346 0.455 0.10
H 21.067 -1.513 -0.261 -0.204 -0.834 1.092 0.06
H 21.501 -3.242 0.408 0.384 0.568 0.315 0.09
H 19.117 -0.567 0.359 1.047 -0.402 0.900 0.09
H 19.176 -0.712 2.183 0.229 -1.217 -0.396 0.11
H 16.880 -0.647 0.629 5.338 -5.552 6.667 -0.02
H 16.943 -1.663 2.002 0.412 -0.819 -0.373 0.12
H 16.958 -2.827 -0.827 1.321 0.028 3.325 0.03
H 16.725 -3.464 0.828 -0.707 2.416 -0.361 0.12
H 19.288 -3.355 -0.679 -0.719 0.019 0.031 0.10
H 18.902 -4.409 0.599 0.301 1.189 0.724 0.08
C 8.719 2.468 -3.944 0.615 -0.050 -1.344 -0.09
C 10.224 2.016 -3.904 -1.069 0.125 0.640 -0.21
C 10.723 2.038 -2.461 1.535 -0.189 0.388 -0.10
N 12.148 1.458 -2.225 0.941 -0.346 0.868 -0.13
C 13.326 2.307 -2.848 -3.262 -0.921 -0.649 0.01
C 12.266 0.013 -2.710 -1.383 -0.386 0.771 -0.09
C 13.298 -0.719 -1.821 -0.568 6.411 2.736 -0.20
C 13.643 0.292 -0.683 -1.243 0.400 -0.190 -0.06
C 12.400 1.222 -0.698 0.571 -0.180 -0.519 -0.03
H 8.016 1.777 -3.477 0.381 0.036 0.558 0.08
H 8.436 2.389 -4.993 -0.066 0.174 -0.189 0.07
H 8.495 3.502 -3.680 0.282 -0.117 0.396 0.08
H 10.888 2.587 -4.553 -0.255 0.479 0.096 0.11
H 10.198 1.037 -4.384 0.305 -0.403 0.527 0.10
H 10.075 1.534 -1.744 -0.044 -0.551 -0.365 0.13
H 10.764 3.039 -2.032 0.145 0.295 -0.450 0.14
H 13.394 3.332 -2.484 -1.952 -1.739 -0.078 0.05
H 13.129 2.197 -3.915 -0.503 0.600 1.321 0.07
H 14.311 1.860 -2.715 -1.462 0.603 0.835 0.07
H 12.379 -0.141 -3.783 -0.566 1.007 1.011 0.09
H 11.337 -0.488 -2.439 -0.558 0.527 0.020 0.14
H 14.143 -1.052 -2.423 -0.826 2.105 1.832 0.05
H 12.703 -1.559 -1.462 0.216 2.585 2.107 0.13
H 14.573 0.859 -0.736 -0.926 -0.347 -0.551 0.08
H 13.779 -0.218 0.270 -0.618 -0.171 0.002 0.13
H 12.568 2.184 -0.214 -0.569 -0.459 0.023 0.11
H 11.510 0.701 -0.347 0.032 0.057 0.137 0.13
N 14.010 -3.289 -1.961 -0.725 6.324 -1.790 -0.44
O 14.709 -3.066 -0.974 -2.626 6.357 1.039 0.05
O 13.286 -2.483 -2.470 -2.095 -7.070 -2.710 -0.17
O 14.153 -4.330 -2.555 -2.813 -1.602 -9.903 0.12
N 18.737 -5.103 -2.717 -1.675 0.340 -1.083 -0.50
O 19.217 -5.845 -1.898 0.865 -1.377 1.727 0.01
O 18.161 -4.041 -2.386 2.543 -4.180 0.107 -0.14
O 18.913 -5.409 -3.934 -2.539 0.420 1.738 -0.09
N 14.345 0.843 -5.360 -1.476 1.382 -0.054 -0.51
O 13.828 -0.004 -4.658 -2.686 1.570 -0.950 -0.17
O 14.159 1.999 -5.126 0.480 3.122 -1.743 0.04
O 15.001 0.541 -6.320 -0.714 -1.526 1.338 -0.13
N 19.113 1.855 -4.720 5.442 -0.644 -1.382 -0.53
O 19.237 2.966 -5.163 3.241 2.723 -0.898 0.04
O 18.014 1.500 -4.409 -3.098 -4.633 2.454 -0.09
O 19.990 1.033 -4.724 -0.019 1.240 -0.345 0.07
N 20.085 -0.249 -2.191 1.194 1.882 -2.806 -0.45
O 19.994 -1.183 -1.414 -3.713 2.462 3.878 -0.17
O 19.414 0.764 -2.052 -0.697 1.335 0.429 -0.02
O 20.791 -0.324 -3.169 1.420 -0.621 3.179 0.05
N 21.401 -1.257 -6.052 4.464 4.178 -1.264 -0.54
O 20.619 -2.143 -6.129 0.448 -0.622 -7.294 -0.28
O 22.346 -1.214 -6.853 0.516 0.261 -0.402 0.07
O 21.305 -0.463 -5.095 2.408 -0.916 -4.050 -0.06
N 14.570 3.360 -0.252 -0.223 -0.652 5.480 -0.56
O 15.577 2.986 -0.832 -0.014 2.415 -1.316 -0.15
O 14.560 3.316 0.980 0.440 1.035 -0.145 0.07
O 13.552 3.647 -0.817 -2.193 2.627 -1.556 -0.05
N 15.414 0.541 1.776 -2.369 2.511 7.213 -0.56
O 15.534 -0.575 2.274 -1.498 -1.376 0.095 -0.01
O 14.820 1.410 2.436 -0.767 -0.672 0.091 0.03
O 16.011 0.891 0.812 0.629 2.851 -0.673 -0.11
```
Forces are in eV/Å.